[1]
Entry from OMol25: a molecular structure, C11H3Cl40NOP (ωB97M-V/def2-TZVPD).

Structure (XYZ):
```
57
Properties=species:S:1:pos:R:3:forces:R:3:nbo_charge:R:1
O -3.3589 -1.1913 -3.2367 0.4 -1.2 -1.0 -0.360
C -2.3333 -1.6061 -2.9400 -0.2 1.6 1.0 0.930
N -1.2292 -1.8233 -2.4028 -0.6 -0.7 0.1 -0.838
P -1.3261 -2.8281 -1.0989 0.5 0.1 -0.3 1.062
H -2.1291 -2.2872 -0.0918 0.0 -0.1 0.1 0.047
H -1.8789 -4.0441 -1.5026 0.0 -0.1 0.2 0.042
H -0.0394 -3.0305 -0.6030 0.0 0.0 0.0 0.084
C -3.7746 3.0507 -2.3101 0.0 0.1 0.1 -0.226
Cl -4.1508 3.8299 -3.8409 0.0 0.0 0.0 0.076
Cl -2.1794 3.5583 -1.7480 -0.2 0.0 -0.1 0.058
Cl -4.9923 3.4705 -1.1061 0.2 -0.1 -0.1 0.067
Cl -3.7523 1.2850 -2.5408 -0.2 0.5 0.1 0.003
C 3.1306 -1.8015 -0.3088 0.0 0.0 0.0 -0.226
Cl 4.2407 -1.5450 1.0195 0.1 -0.5 -0.5 0.110
Cl 1.7050 -0.7695 -0.0679 -0.1 0.0 0.0 0.030
Cl 3.8930 -1.4048 -1.8396 0.1 0.1 0.0 0.089
Cl 2.6253 -3.5086 -0.3504 -0.1 0.0 0.0 0.036
C 0.9828 -3.0151 -5.6922 0.1 0.1 -0.1 -0.226
Cl -0.7607 -2.9829 -5.3113 -0.1 -0.2 -0.2 -0.003
Cl 1.8918 -2.3448 -4.3297 -0.1 -0.1 0.1 0.044
Cl 1.4873 -4.6730 -5.9852 -0.1 0.3 0.1 0.085
Cl 1.2681 -2.0342 -7.1208 0.0 0.0 0.0 0.087
C 5.8367 2.4634 2.8212 0.0 0.0 0.1 -0.226
Cl 4.7634 3.0976 4.0677 0.0 0.0 0.0 0.066
Cl 5.1183 0.9968 2.1145 0.1 0.4 0.2 0.019
Cl 6.0500 3.6656 1.5491 0.0 0.0 0.0 0.063
Cl 7.3979 2.0592 3.5304 0.0 0.0 0.0 0.069
C -6.7299 5.8278 2.1919 0.0 0.0 0.0 -0.227
Cl -6.0981 4.8798 3.5421 0.0 0.0 0.0 0.055
Cl -7.0373 4.7486 0.8255 -0.2 0.3 0.1 0.047
Cl -8.2371 6.6061 2.6696 0.0 0.0 0.0 0.069
Cl -5.5493 7.0523 1.7227 0.0 0.0 0.0 0.063
C -8.6365 1.2565 2.1031 0.0 0.0 0.0 -0.227
Cl -7.9006 1.0329 3.6924 0.0 0.0 0.0 0.058
Cl -9.6785 2.6755 2.1309 0.0 0.0 0.0 0.072
Cl -7.3554 1.4731 0.8965 0.0 -0.2 0.0 0.037
Cl -9.5914 -0.1688 1.6874 0.0 0.0 0.0 0.060
C 1.6298 -2.6742 4.3858 0.0 0.1 0.2 -0.227
Cl 2.4102 -3.4614 5.7494 0.0 0.0 0.0 0.087
Cl 1.3435 -3.8668 3.1026 0.0 0.0 -0.1 0.024
Cl 0.0871 -1.9844 4.8964 0.0 0.0 0.0 0.061
Cl 2.6702 -1.3896 3.7665 -0.2 -0.1 0.0 0.062
C 3.9896 1.0271 7.7743 0.0 0.0 0.0 -0.228
Cl 3.1643 0.2451 9.1231 0.0 0.0 0.0 0.062
Cl 5.7213 0.7052 7.8698 0.0 0.0 0.0 0.063
Cl 3.3606 0.3856 6.2500 0.0 0.0 0.1 0.039
Cl 3.7082 2.7696 7.8369 0.0 0.0 0.0 0.057
C 1.7528 4.7618 -2.2787 0.0 0.0 0.0 -0.227
Cl 0.8627 5.6552 -3.5095 0.0 0.0 0.0 0.070
Cl 2.3810 3.2617 -2.9736 0.0 0.0 0.0 0.048
Cl 3.0870 5.7394 -1.6765 0.0 0.0 0.0 0.075
Cl 0.6616 4.3674 -0.9402 0.2 0.1 0.2 0.047
C 4.3065 -7.5053 -6.3055 0.1 0.0 0.0 -0.228
Cl 2.5760 -7.5059 -5.9140 0.0 -0.3 0.0 0.041
Cl 5.2082 -6.8542 -4.9339 0.0 0.0 0.0 0.058
Cl 4.8302 -9.1522 -6.6348 0.0 0.0 0.0 0.079
Cl 4.5773 -6.4947 -7.7248 0.0 0.0 0.0 0.066
```
Positions in Å, forces in eV/Å.

Electronic energy   -525167.46054 eV
Total charge   +1
HOMO level   -12.604 eV

---

[2]
Entry from OMol25: a molecular structure, C22H44ClF9IrOP2 (ωB97M-V/def2-TZVPD).

Structure (XYZ):
```
80
Properties=species:S:1:pos:R:3:forces:R:3:lowdin_spin:R:1
Ir -0.0255 -1.1803 0.7512 1.1 4.8 1.3 2.367
Cl 0.0212 0.5057 -2.1982 0.3 -0.4 -0.3 0.359
P -0.3345 -2.6190 -0.7806 -1.0 -4.4 -2.3 0.129
C 0.7545 -3.0862 -2.2216 -0.1 0.4 -0.4 0.009
C -0.1320 -4.0427 0.4332 -0.3 -0.2 -1.2 0.049
C -2.0507 -2.5953 -1.5146 0.4 0.0 -0.1 0.035
C 2.1440 -2.4316 -2.1964 0.0 0.0 0.1 0.013
H 0.2035 -2.6551 -3.0811 0.2 -0.3 0.2 0.002
C 0.8955 -4.6074 -2.4126 0.0 0.0 0.0 0.004
H 1.5564 -5.0401 -1.6438 -0.3 0.1 -0.3 0.001
H 1.3616 -4.7963 -3.3912 -0.1 0.1 0.3 0.001
H -0.0655 -5.1361 -2.3923 0.3 0.1 0.0 0.000
H 2.0631 -1.3574 -2.3921 0.1 -0.2 0.2 0.004
H 2.7738 -2.8886 -2.9762 -0.2 0.1 0.2 0.000
H 2.6417 -2.5810 -1.2271 -0.1 0.1 -0.3 0.006
H -1.8708 -1.9312 -2.3802 -0.2 -0.2 0.2 0.003
C -3.0868 -1.9344 -0.6001 -0.2 0.2 0.1 0.039
C -2.5273 -3.9733 -1.9964 -0.2 0.1 -0.2 0.006
H -2.0104 -4.3041 -2.9061 -0.1 0.0 0.3 0.000
H -3.5983 -3.8970 -2.2386 0.3 -0.1 0.0 0.002
H -2.4152 -4.7416 -1.2166 0.0 0.2 -0.2 0.001
H -2.6531 -1.1276 0.0139 -0.2 -0.3 -0.3 0.039
H -3.5570 -2.6679 0.0664 0.1 0.1 -0.1 0.001
H -3.8805 -1.4839 -1.2124 0.1 -0.2 0.1 0.001
C 1.2661 -3.8327 1.0201 0.4 -0.1 0.2 0.086
H -0.2118 -4.9956 -0.1139 0.0 0.1 0.5 0.004
C -1.2382 -3.8599 1.4655 -0.1 -0.3 0.3 0.089
H 2.0765 -4.0972 0.3280 -0.3 -0.1 0.2 0.003
H 1.3944 -4.3555 1.9656 0.0 -0.3 0.0 0.004
H 1.4085 -2.7535 1.2655 0.2 -0.9 0.0 0.050
H -1.3285 -2.7849 1.7404 -0.1 -0.5 0.0 0.048
H -0.9993 -4.3832 2.3922 -0.1 -0.2 0.0 0.005
H -2.2215 -4.1802 1.0998 0.2 0.0 0.1 0.004
H 1.5315 -0.7948 0.2953 1.0 0.2 -0.2 0.244
H -1.0481 -0.0185 0.1944 -1.2 1.1 -0.7 0.257
P 0.3556 2.8131 -1.1417 -0.2 -1.0 1.5 0.472
C -0.9404 3.4572 -2.2547 0.6 -0.4 -0.3 0.030
C 0.3045 3.8130 0.4644 0.0 0.0 -0.6 0.107
C 2.0701 2.7471 -1.7749 -0.6 -0.1 -0.6 0.028
C -2.2419 2.6797 -2.0077 0.1 -0.3 0.0 0.011
H -0.5489 3.1752 -3.2481 -0.2 0.1 0.2 0.001
C -1.0816 4.9611 -2.1737 -0.2 0.3 0.1 0.013
H -1.6025 5.2794 -1.2617 0.1 -0.1 -0.2 0.001
H -1.6686 5.2771 -3.0307 -0.2 0.3 -0.1 0.002
H -0.1162 5.4734 -2.2125 -0.1 0.0 0.0 0.001
H -2.0930 1.6216 -2.2564 -0.1 0.4 0.1 0.000
H -3.0262 3.0747 -2.6474 -0.2 0.2 0.0 0.000
H -2.5611 2.7244 -0.9605 0.0 0.1 -0.3 0.003
H 1.9304 2.1923 -2.7210 0.0 0.3 0.4 0.000
C 2.9960 1.8987 -0.8887 0.1 -0.1 0.0 0.020
C 2.5863 4.1313 -2.0971 0.1 0.4 0.1 0.017
H 2.0250 4.5724 -2.9262 0.1 0.0 0.1 0.000
H 3.6241 4.0382 -2.3933 0.3 0.2 -0.1 0.003
H 2.5244 4.8188 -1.2407 0.1 -0.2 -0.2 0.002
H 2.4668 1.1449 -0.2889 0.0 0.2 -0.2 0.025
H 3.5936 2.5239 -0.2176 -0.1 -0.1 -0.1 0.000
H 3.6813 1.3462 -1.5401 0.0 0.1 0.1 0.000
C -1.0385 3.5912 1.1563 -0.2 -0.2 0.1 0.013
H 0.4061 4.8693 0.1686 0.0 -0.1 0.1 0.018
C 1.4381 3.4238 1.4028 0.2 -0.3 0.1 0.005
H -1.8847 3.9527 0.5721 0.0 0.0 0.0 0.000
H -1.0574 4.1276 2.1091 0.1 0.0 -0.1 0.000
H -1.1828 2.5211 1.3699 0.0 0.3 -0.1 0.009
H 1.4274 2.3365 1.5804 0.1 0.4 0.0 0.002
H 1.3058 3.9181 2.3697 -0.1 0.0 -0.1 0.000
H 2.4204 3.7147 1.0277 -0.1 0.0 0.0 0.000
F 0.3018 -2.3324 3.6611 0.5 0.9 0.2 0.015
C 0.8987 -1.1224 3.9021 0.5 -0.7 0.1 0.009
F 1.2394 -1.1031 5.2071 -0.3 0.0 -0.8 0.002
F 2.0563 -1.0821 3.1795 -1.2 -0.2 0.8 0.014
C -0.0376 0.0524 3.4648 -0.1 1.0 0.6 0.028
O 0.1060 0.2832 2.1247 0.0 0.2 2.1 0.243
C -1.5653 -0.1612 3.8536 -0.3 -0.4 -0.3 0.008
F -2.2270 1.0190 3.9112 0.5 -0.9 0.0 0.001
F -2.2032 -0.9142 2.9135 0.5 0.5 0.8 0.023
F -1.7144 -0.7900 5.0412 0.1 0.4 -0.6 0.002
C 0.4346 1.3350 4.2878 0.1 0.5 -0.2 0.004
F 0.1090 1.2832 5.6026 0.2 -0.1 -0.9 0.002
F 1.7806 1.4824 4.1893 -0.9 -0.1 0.1 0.000
F -0.1287 2.4599 3.7849 0.5 -0.8 0.4 0.000
```
Positions in Å, forces in eV/Å.

Electronic energy   -83965.70251 eV
2S+1   6
HOMO level (spin up / spin down)   -4.945 / -9.112 eV